# 1
Molecular formula: C57H93F5N2O16S
Method: DFT, wB97M-V/def2-TZVPD

- HOMO: -7.48 eV
- Kohn-Sham gap: 7.7785 eV
- SMILES string: CCN[C@]1(C[C@@H](C)O)OC(=O)[C@@H](S(=O)(=O)C(F)(F)C(F)(F)F)[C@]1(CCCCn1cccc1)CC(=O)c1ccccc1.CC(C)=O.CC(C)=O.CC(C)=O.CC(C)=O.CC(C)=O.CC(C)=O.CC(C)=O.CC(C)=O.CC(C)=O.CC(C)=O
- 2S+1: 1
- Charge: 0
- E: -4438.5085 hartree

```
174
Properties=species:S:1:pos:R:3:mulliken_charge:R:1
C -0.864 5.210 4.111 -1.44
C -0.382 4.484 2.852 0.03
N -1.221 4.866 1.725 1.00
C -0.973 4.177 0.495 -1.22
C 0.470 3.675 0.347 -1.15
C 1.555 4.791 0.307 -0.42
C 2.063 4.966 -1.129 -1.65
O 1.121 6.046 0.788 -0.57
O -1.092 5.024 -0.685 -0.44
C -1.535 4.337 -1.733 -0.30
O -1.634 4.800 -2.805 -0.57
C -1.953 2.890 -1.299 -0.67
S -0.995 1.586 -2.121 1.54
O -1.878 0.467 -2.308 -0.49
O -0.518 2.136 -3.356 -0.71
C 0.518 0.872 -1.314 0.70
F 0.575 0.849 0.018 -0.24
F 1.583 1.553 -1.763 -0.33
C 0.704 -0.608 -1.802 0.67
F -0.112 -1.424 -1.178 -0.19
F 0.623 -0.717 -3.112 -0.25
F 1.961 -0.941 -1.444 -0.25
C -2.124 3.128 0.206 2.55
C -1.995 1.989 1.225 -1.21
C -2.467 0.572 0.844 -0.74
C -3.871 0.471 0.252 0.54
C -4.175 -0.814 -0.540 -1.50
N -3.382 -1.983 -0.200 0.57
C -3.103 -2.523 1.030 -0.31
C -2.359 -3.659 0.817 -0.98
C -2.168 -3.830 -0.574 -0.63
C -2.820 -2.766 -1.160 -0.66
C -3.458 3.958 0.275 -0.29
C -4.527 3.564 1.280 -0.95
O -5.511 2.975 0.911 -0.52
C -4.478 3.983 2.718 0.71
C -4.689 3.046 3.726 -0.20
C -4.720 3.492 5.047 -0.91
C -4.559 4.846 5.338 -0.55
C -4.324 5.779 4.331 -0.92
C -4.280 5.334 3.011 -0.06
H -1.804 4.821 4.468 0.00
H -0.088 5.119 4.863 0.49
H -0.919 6.271 3.864 0.42
H 0.666 4.770 2.735 0.07
H -0.440 3.422 3.070 0.09
H -1.209 5.868 1.609 0.55
H 0.532 3.210 -0.633 -0.37
H 0.741 2.899 1.051 0.96
H 2.412 4.425 0.870 0.50
H 1.226 5.317 -1.734 0.39
H 2.824 5.742 -1.151 0.45
H 2.405 4.028 -1.554 0.28
H 1.020 6.640 0.040 0.41
H -2.882 2.735 -1.838 0.80
H -0.968 1.880 1.552 0.54
H -2.529 2.239 2.139 0.65
H -2.475 0.019 1.780 0.89
H -1.762 0.042 0.208 -0.54
H -4.108 1.319 -0.381 -0.32
H -4.583 0.532 1.073 0.46
H -4.121 -0.596 -1.597 0.42
H -5.219 -1.056 -0.356 0.42
H -3.451 -2.078 1.942 0.49
H -2.003 -4.327 1.583 0.45
H -1.628 -4.618 -1.061 0.75
H -2.882 -2.568 -2.214 0.41
H -3.266 5.011 0.461 0.81
H -3.989 3.946 -0.673 0.22
H -4.836 2.002 3.496 0.47
H -4.891 2.793 5.852 0.45
H -4.617 5.158 6.370 0.40
H -4.192 6.825 4.554 0.66
H -4.111 6.033 2.207 0.38
C 4.703 -3.074 -2.183 -1.03
C 4.285 -3.491 -3.573 0.86
C 3.584 -2.458 -4.415 -0.63
O 4.502 -4.608 -3.987 -0.54
H 5.192 -3.909 -1.685 0.27
H 5.399 -2.235 -2.239 0.38
H 3.825 -2.782 -1.605 0.20
H 4.234 -1.593 -4.561 0.49
H 2.668 -2.138 -3.915 -0.10
H 3.331 -2.880 -5.387 0.16
C -7.494 2.501 -2.304 -0.98
C -7.856 1.346 -1.402 0.84
C -9.316 1.178 -1.058 -1.24
O -7.014 0.594 -0.974 -0.45
H -6.419 2.507 -2.468 0.08
H -8.002 2.401 -3.264 0.42
H -7.788 3.443 -1.838 0.30
H -9.899 1.022 -1.967 0.35
H -9.682 2.068 -0.544 0.34
H -9.437 0.317 -0.406 0.31
C 6.652 -1.502 1.996 -1.00
C 7.359 -2.809 2.251 0.88
C 7.757 -3.621 1.040 -0.91
O 7.601 -3.193 3.373 -0.56
H 6.426 -1.021 2.939 0.21
H 7.292 -0.840 1.411 0.30
H 5.722 -1.681 1.451 0.38
H 8.438 -3.045 0.412 0.33
H 6.868 -3.883 0.464 0.09
H 8.254 -4.533 1.361 0.32
C -6.876 10.689 3.917 -1.13
C -5.785 9.953 4.656 0.77
C -5.369 10.512 5.995 -1.07
O -5.268 8.961 4.196 -0.47
H -7.079 10.185 2.975 0.28
H -7.788 10.704 4.516 0.34
H -6.565 11.714 3.714 0.33
H -6.220 10.520 6.677 0.33
H -4.996 11.530 5.875 0.32
H -4.581 9.893 6.417 0.27
C -0.280 -5.762 -5.442 -1.29
C 0.195 -6.014 -4.031 0.81
C 1.640 -6.401 -3.867 -0.65
O -0.555 -5.911 -3.086 -0.54
H -1.334 -5.494 -5.427 0.35
H 0.292 -4.946 -5.887 0.30
H -0.147 -6.662 -6.044 0.36
H 2.287 -5.609 -4.247 0.07
H 1.846 -7.326 -4.411 0.29
H 1.856 -6.555 -2.811 0.30
C -1.155 -10.694 -0.151 -1.14
C -0.657 -10.073 -1.437 0.73
C -0.798 -8.577 -1.570 -0.76
O -0.170 -10.749 -2.313 -0.57
H -0.996 -11.770 -0.182 0.32
H -0.612 -10.278 0.699 0.31
H -2.220 -10.494 -0.027 0.31
H -0.240 -8.077 -0.778 0.35
H -1.849 -8.292 -1.506 0.34
H -0.408 -8.259 -2.528 0.03
C 1.008 2.376 6.867 -1.09
C -0.354 2.819 7.347 0.88
C -1.016 1.966 8.403 -1.21
O -0.889 3.809 6.905 -0.50
H 1.370 3.070 6.112 0.22
H 1.711 2.357 7.700 0.38
H 0.944 1.377 6.431 0.33
H -0.394 1.932 9.299 0.36
H -1.160 0.952 8.029 0.34
H -1.983 2.392 8.658 0.29
C 9.184 -0.171 5.080 -0.92
C 8.098 0.862 4.906 0.81
C 8.002 1.938 5.961 -1.16
O 7.337 0.827 3.966 -0.52
H 9.140 -0.887 4.262 0.15
H 10.162 0.313 5.083 0.34
H 9.045 -0.705 6.021 0.31
H 8.932 2.507 6.000 0.33
H 7.816 1.489 6.938 0.33
H 7.183 2.612 5.718 0.30
C 5.297 -7.713 -4.883 -0.65
C 4.594 -8.914 -5.465 0.83
C 5.449 -10.115 -5.801 -1.21
O 3.400 -8.920 -5.658 -0.53
H 4.575 -6.925 -4.689 -0.05
H 5.787 -7.983 -3.945 0.33
H 6.045 -7.339 -5.585 0.36
H 5.944 -10.483 -4.901 0.32
H 6.205 -9.841 -6.539 0.33
H 4.822 -10.904 -6.210 0.32
C 2.282 -1.483 -8.901 -1.07
C 2.994 -2.795 -8.680 0.77
C 3.352 -3.595 -9.909 -1.14
O 3.265 -3.189 -7.570 -0.49
H 2.083 -1.011 -7.942 0.23
H 2.902 -0.818 -9.504 0.34
H 1.335 -1.653 -9.416 0.33
H 4.016 -3.016 -10.552 0.34
H 2.448 -3.851 -10.464 0.34
H 3.856 -4.511 -9.610 0.28
```

# 2
Molecular formula: C58H118N8O8
Method: DFT, wB97M-V/def2-TZVPD

- HOMO (alpha / beta): -8.50 / -9.40 eV
- Kohn-Sham gap (alpha / beta): 8.6072 / 9.1307 eV
- 2S+1: 7
- Charge: 0
- E: -3320.1881 hartree
- <S²>: 12.029

```
192
Properties=species:S:1:pos:R:3:lowdin_spin:R:1
C -28.152 1.489 -4.654 0.00
C -28.398 2.999 -4.434 0.02
C -27.766 3.373 -3.076 0.01
C -27.807 4.932 -2.956 0.00
C -27.066 5.534 -4.130 0.00
C -27.711 5.250 -5.489 0.02
N -27.884 3.787 -5.571 0.36
O -27.896 3.236 -6.853 0.54
C -29.070 6.012 -5.579 0.02
C -26.833 5.932 -6.584 0.00
C -29.947 3.085 -4.119 0.02
H -27.143 1.393 -5.063 0.00
H -28.798 1.071 -5.422 0.00
H -28.087 0.906 -3.736 0.00
H -28.287 2.884 -2.257 0.00
H -26.717 3.079 -3.000 0.00
H -27.410 5.176 -1.967 0.00
H -28.785 5.405 -2.856 0.00
H -26.038 5.161 -4.124 0.00
H -26.931 6.601 -3.937 0.00
H -29.517 6.154 -4.595 0.00
H -28.986 7.000 -6.031 0.00
H -29.736 5.433 -6.220 0.00
H -27.306 5.835 -7.558 0.00
H -26.706 6.971 -6.280 0.00
H -25.855 5.473 -6.431 0.00
H -30.218 2.487 -3.252 0.00
H -30.477 2.774 -5.023 0.00
H -30.354 4.092 -4.016 0.00
C -26.873 9.566 8.627 0.00
C -26.322 8.603 7.584 0.02
C -24.766 8.840 7.577 0.00
C -23.889 7.729 7.060 0.00
C -24.360 6.383 7.667 0.00
C -25.821 6.138 7.430 0.02
N -26.638 7.214 8.012 0.33
O -28.017 6.915 7.985 0.58
C -25.990 5.887 5.900 0.02
C -26.203 4.779 8.034 0.00
C -26.908 8.970 6.183 0.02
H -26.347 9.467 9.578 0.00
H -27.940 9.413 8.785 0.00
H -26.720 10.621 8.392 0.00
H -24.609 9.763 7.015 0.00
H -24.451 8.981 8.613 0.00
H -22.856 7.929 7.348 0.00
H -23.899 7.682 5.970 0.00
H -24.075 6.298 8.716 0.00
H -23.825 5.696 7.011 0.00
H -25.262 5.154 5.551 0.00
H -26.970 5.467 5.681 0.00
H -25.781 6.793 5.333 0.00
H -26.306 4.855 9.119 0.00
H -27.110 4.297 7.675 0.00
H -25.357 4.110 7.866 0.00
H -27.815 8.417 5.951 0.00
H -26.091 8.960 5.463 0.00
H -27.197 10.018 6.276 0.00
C -21.762 11.084 1.713 0.00
C -21.963 11.739 3.118 0.03
C -20.631 12.515 3.319 0.00
C -20.594 13.485 4.514 0.00
C -21.777 14.434 4.333 0.00
C -23.132 13.684 4.227 0.02
N -23.119 12.661 3.102 0.37
O -24.305 12.142 2.663 0.53
C -23.668 13.115 5.533 0.01
C -24.059 14.864 3.788 0.00
C -22.042 10.595 4.140 0.02
H -22.303 10.164 1.479 0.00
H -20.739 10.713 1.654 0.00
H -22.055 11.760 0.910 0.00
H -19.790 11.822 3.369 0.00
H -20.359 13.093 2.432 0.00
H -19.685 14.088 4.549 0.00
H -20.556 12.872 5.417 0.00
H -21.624 15.027 3.430 0.00
H -21.770 15.183 5.126 0.00
H -24.691 12.735 5.497 0.00
H -22.994 12.441 6.059 0.00
H -23.912 13.942 6.205 0.00
H -24.138 15.636 4.555 0.00
H -23.787 15.287 2.824 0.00
H -25.108 14.559 3.822 0.00
H -23.040 10.158 4.169 0.00
H -21.701 10.960 5.108 0.00
H -21.404 9.755 3.861 0.00
C -26.841 10.830 -1.697 0.01
C -25.440 10.624 -2.314 0.03
C -25.602 9.173 -2.894 0.00
C -24.437 8.757 -3.801 0.00
C -24.453 9.710 -4.959 0.00
C -24.323 11.228 -4.559 0.02
N -25.256 11.557 -3.425 0.36
O -25.259 12.883 -3.097 0.55
C -22.798 11.463 -4.235 0.01
C -24.727 11.990 -5.819 0.00
C -24.376 10.626 -1.163 0.02
H -27.618 10.756 -2.461 0.00
H -26.951 11.868 -1.375 0.00
H -27.101 10.119 -0.914 0.00
H -25.505 8.389 -2.138 0.00
H -26.531 8.961 -3.423 0.00
H -24.571 7.779 -4.268 0.00
H -23.462 8.718 -3.313 0.00
H -25.332 9.499 -5.570 0.00
H -23.641 9.335 -5.587 0.00
H -22.557 11.182 -3.210 0.00
H -22.207 11.013 -5.032 0.00
H -22.391 12.477 -4.205 0.00
H -24.556 13.037 -5.562 0.00
H -24.061 11.649 -6.612 0.00
H -25.753 12.003 -6.185 0.00
H -24.811 10.139 -0.291 0.00
H -24.166 11.641 -0.824 0.00
H -23.464 10.142 -1.509 0.00
C -33.673 4.545 2.388 0.00
C -32.714 3.961 1.278 0.02
C -32.724 5.069 0.236 0.00
C -31.758 4.880 -0.861 0.00
C -30.302 4.821 -0.288 0.00
C -30.106 3.733 0.758 0.02
N -31.294 3.713 1.700 0.36
O -31.139 2.846 2.784 0.55
C -29.803 2.438 -0.017 0.01
C -28.839 4.153 1.538 0.00
C -33.383 2.756 0.584 0.01
H -34.507 5.090 1.951 0.00
H -33.236 5.249 3.100 0.00
H -33.859 3.720 3.079 0.00
H -33.740 5.140 -0.157 0.00
H -32.574 6.027 0.740 0.00
H -31.883 5.868 -1.314 0.00
H -31.987 4.070 -1.553 0.00
H -30.067 5.826 0.060 0.00
H -29.782 4.654 -1.232 0.00
H -28.727 2.489 -0.171 0.00
H -30.076 1.570 0.584 0.00
H -30.369 2.373 -0.946 0.00
H -28.122 4.699 0.922 0.00
H -29.055 4.764 2.413 0.00
H -28.267 3.277 1.850 0.00
H -33.718 2.011 1.308 0.00
H -32.744 2.282 -0.159 0.00
H -34.347 3.046 0.163 0.00
C -20.319 2.831 -0.410 0.00
C -21.547 3.756 -0.381 0.02
C -20.923 5.116 0.037 0.00
C -21.787 6.353 -0.261 0.00
C -22.169 6.337 -1.755 0.00
C -22.886 5.006 -2.081 0.03
N -22.064 3.833 -1.748 0.34
O -22.535 2.595 -2.182 0.57
C -24.257 4.945 -1.451 0.02
C -23.042 5.232 -3.582 0.00
C -22.502 3.253 0.734 0.02
H -20.694 1.807 -0.349 0.00
H -19.735 2.902 0.511 0.00
H -19.539 2.843 -1.170 0.00
H -20.706 5.264 1.097 0.00
H -19.928 5.298 -0.377 0.00
H -21.071 7.139 -0.017 0.00
H -22.685 6.423 0.353 0.00
H -21.267 6.471 -2.355 0.00
H -22.736 7.261 -1.868 0.00
H -24.153 4.883 -0.367 0.00
H -24.961 5.761 -1.617 0.00
H -24.705 3.993 -1.744 0.00
H -23.178 6.280 -3.844 0.00
H -22.156 5.030 -4.189 0.00
H -23.846 4.572 -3.912 0.00
H -22.975 4.034 1.327 0.00
H -21.962 2.574 1.393 0.00
H -23.242 2.650 0.206 0.00
O -25.859 6.751 2.557 0.00
C -26.138 7.658 1.790 0.00
N -26.356 7.377 0.491 0.00
C -26.248 9.070 2.359 0.00
H -26.226 6.393 0.307 0.00
H -27.204 7.796 0.114 0.00
H -25.525 9.272 3.144 0.00
H -27.291 9.167 2.664 0.00
H -26.105 9.794 1.555 0.00
O -28.780 7.816 -0.654 0.00
C -29.808 8.501 -0.663 0.00
N -30.283 8.958 0.489 0.00
C -30.403 8.924 -1.986 0.00
H -29.753 8.705 1.309 0.00
H -31.089 9.547 0.621 0.00
H -30.786 9.944 -2.009 0.00
H -31.318 8.331 -2.070 0.00
H -29.738 8.715 -2.819 0.00
```